{
  "formula": "C3H4N2S",
  "method": "ωB97M-V with the def2-TZVPD basis set",
  "elements": ["C", "C", "C", "N", "N", "S", "H", "H", "H", "H"],
  "xyz": [[0.99479, 2.46464, -0.23823], [-0.33470, -0.85392, -0.08097], [0.20471, 1.50188, 0.24837], [1.75832, 3.27837, -0.62182], [-0.74468, -2.10683, 0.40760], [0.52018, 0.02555, 1.02029], [-0.67766, -0.58505, -1.13298], [-0.77605, 1.46485, -0.28630], [-0.92936, -2.79629, -0.34582], [-0.01556, -2.39319, 1.02986]],
  "atomic_forces_ev_per_a": [[4.1, 3.0, -0.9], [-0.7, -2.4, -0.7], [-3.5, -0.9, 0.0], [-1.6, -1.3, 0.6], [-0.3, 0.2, -1.8], [0.3, 1.5, -1.4], [0.7, 0.1, 1.8], [0.7, 0.2, 0.9], [0.2, 0.6, 0.9], [0.0, -1.0, 0.6]],
  "nbo_charge": [0.21, -0.21, -0.70, -0.36, -0.78, 0.60, 0.24, 0.23, 0.39, 0.38],
  "multiplicity": 1,
  "homo_lumo_gap_ev": [7.393, 6.249],
  "molar_mass_g_mol": 100.15,
  "homo_ha": [-0.28653, -0.26912],
  "max_force_ev_per_a": 5.174,
  "de_lowest_kcal_mol": 87.7
}



{
  "formula": "C18H33KNO3P2",
  "method": "ωB97M-V with the def2-TZVPD basis set",
  "elements": ["C", "C", "H", "H", "C", "C", "H", "H", "C", "H", "H", "H", "C", "H", "H", "H", "K", "O", "C", "O", "C", "O", "N", "C", "C", "H", "H", "H", "H", "C", "C", "H", "H", "H", "C", "P", "C", "C", "C", "P", "C", "C", "H", "H", "H", "H", "H", "H", "H", "H", "H", "H", "H", "H", "H", "H", "H", "H"],
  "xyz": [[-0.71153, -2.33233, -5.39294], [-1.57200, -1.41426, -5.91339], [-1.06643, -3.28739, -4.97986], [0.38698, -2.32319, -5.49563], [-1.94329, -0.06904, -5.49706], [-1.83086, 0.49677, -4.25149], [-1.98270, -0.00762, -3.28732], [-1.64772, 1.57742, -4.22590], [-2.11412, -1.87437, -7.27321], [-1.79497, -2.91430, -7.41266], [-1.68554, -1.27415, -8.09073], [-3.21164, -1.82187, -7.32013], [-2.46449, 0.83538, -6.62011], [-3.47542, 0.47093, -6.85949], [-1.80588, 0.82362, -7.50517], [-2.56246, 1.85035, -6.23308], [1.46517, -0.93881, 1.85422], [0.07373, 0.14349, -0.29939], [1.15133, 0.05240, -0.91497], [2.15058, 1.60609, 1.18475], [2.37690, 1.91578, 0.00338], [3.04083, 3.01181, -0.40293], [2.00278, 1.17932, -1.12014], [3.28324, 2.97564, -1.83715], [2.50267, 1.79771, -2.34342], [4.36569, 2.84746, -1.98279], [2.92658, 3.93339, -2.24015], [3.12408, 1.09829, -2.89360], [1.69078, 2.11811, -2.99332], [1.77004, -1.23615, -1.20046], [1.17494, -2.36730, -0.75890], [2.70285, -1.18511, -1.78687], [0.14711, -2.36176, -0.39225], [1.67509, -3.32146, -0.67816], [-1.56917, -1.55379, 3.12096], [-2.53334, -0.00589, 3.42969], [-3.13007, -0.36499, 5.14281], [-1.15186, 1.20750, 3.76963], [-0.26179, 1.00750, 5.00932], [1.45827, 0.41699, 4.63691], [2.41422, 1.43804, 5.81682], [1.46711, -1.21133, 5.51178], [-0.63092, -1.62438, 3.69556], [-2.20416, -2.40294, 3.40688], [-1.38127, -1.63632, 2.03805], [-2.37288, -0.83960, 5.77802], [-3.47975, 0.56533, 5.60807], [-3.98751, -1.04449, 5.04546], [-0.55373, 1.27492, 2.84136], [-1.68967, 2.16455, 3.87762], [-0.12347, 1.98296, 5.50272], [-0.71311, 0.32534, 5.74428], [1.86880, 1.56001, 6.76182], [3.38446, 0.95608, 5.99472], [2.58385, 2.42126, 5.35535], [0.65106, -1.28834, 6.24269], [1.38287, -2.04653, 4.79700], [2.42969, -1.30675, 6.03277]],
  "atomic_forces_ev_per_a": [[2.4, -2.1, 2.3], [-2.9, 2.9, -1.6], [-0.1, 0.0, -1.0], [-0.4, 0.7, 0.7], [1.2, -0.6, -1.0], [0.3, 0.0, 0.3], [0.7, -0.1, -0.6], [-0.8, -0.3, 0.2], [-0.6, -0.5, 0.5], [-0.2, 0.2, -0.2], [-0.1, -0.2, 0.3], [0.2, 0.0, -0.2], [0.3, -0.2, 0.5], [0.3, 0.2, -0.3], [-0.5, 0.0, 0.3], [0.0, 0.0, -0.2], [0.0, 0.2, 0.3], [2.5, 0.2, -1.3], [-2.3, 0.7, 1.2], [0.7, 0.7, -2.7], [-0.7, -0.1, 1.4], [-0.1, -0.5, 0.4], [-0.3, 0.4, 1.0], [0.5, 0.7, 0.8], [-0.7, -1.0, -0.7], [-0.4, 0.3, 0.0], [0.3, -0.4, 0.1], [0.1, -0.1, -0.2], [-0.2, -0.1, 0.0], [-0.1, -1.3, -0.8], [0.4, 0.6, -0.2], [-0.3, -0.4, 0.8], [0.3, 0.3, 0.1], [0.1, -0.1, -0.6], [0.0, -0.2, -0.1], [0.2, 0.2, 0.2], [-0.1, -0.1, -0.2], [-0.5, 0.1, 0.0], [0.1, 0.2, -0.1], [-0.2, -0.1, 0.4], [0.1, 0.1, -0.1], [0.2, -0.2, 0.1], [-0.3, 0.0, -0.1], [0.2, 0.1, -0.1], [0.0, 0.0, 0.3], [-0.2, 0.1, -0.1], [0.1, -0.2, -0.1], [0.2, 0.2, 0.1], [-0.2, 0.1, 0.3], [0.3, -0.2, -0.2], [-0.1, -0.3, -0.1], [0.1, 0.3, -0.2], [0.2, 0.0, -0.2], [-0.2, 0.2, 0.0], [0.0, -0.2, 0.2], [0.3, -0.1, -0.1], [0.0, 0.2, 0.3], [-0.3, -0.1, -0.1]],
  "nbo_charge": [-0.35, -0.02, 0.19, 0.19, -0.04, -0.40, 0.20, 0.19, -0.65, 0.22, 0.23, 0.22, -0.64, 0.23, 0.21, 0.22, 0.93, -0.53, 0.66, -0.66, 0.91, -0.46, -0.53, -0.08, -0.24, 0.21, 0.22, 0.21, 0.22, -0.34, -0.28, 0.24, 0.22, 0.22, -0.96, 0.82, -0.94, -0.72, -0.72, 0.72, -0.92, -0.94, 0.19, 0.25, 0.21, 0.21, 0.24, 0.24, 0.23, 0.24, 0.24, 0.23, 0.23, 0.24, 0.25, 0.24, 0.21, 0.25],
  "multiplicity": 1,
  "homo_lumo_gap_ev": [5.101, 5.870],
  "charge": 1,
  "molar_mass_g_mol": 412.51,
  "homo_ha": [-0.33717, -0.36550],
  "max_force_ev_per_a": 4.360
}



{
  "formula": "CCl2N2O3S",
  "method": "ωB97M-V with the def2-TZVPD basis set",
  "elements": ["C", "N", "N", "O", "O", "O", "S", "Cl", "Cl"],
  "xyz": [[1.87385, 1.04030, -0.65630], [1.59550, 0.21824, 0.13512], [-2.06407, 0.74317, -0.06915], [2.19518, 1.80037, -1.47948], [0.97329, -2.15023, 0.09704], [-0.24639, -0.61232, 1.64905], [0.36947, -0.91999, 0.40704], [-1.47860, -0.38929, -1.13701], [-3.21822, 0.26975, 1.05370]],
  "atomic_forces_ev_per_a": [[0.6, 2.0, -3.0], [-0.9, -2.0, 2.8], [0.0, 1.1, -0.3], [0.0, 0.0, 0.5], [0.7, -2.0, -0.1], [-0.2, 0.1, 0.7], [1.1, 1.3, -0.2], [-1.3, 0.1, 0.0], [0.0, -0.6, -0.3]],
  "nbo_charge": [0.89, -0.81, -0.44, -0.48, -0.86, -0.86, 2.04, 0.30, 0.21],
  "multiplicity": 1,
  "homo_lumo_gap_ev": [7.000, 8.275],
  "molar_mass_g_mol": 191.00,
  "homo_ha": [-0.33777, -0.38158],
  "max_force_ev_per_a": 3.664,
  "de_lowest_kcal_mol": 1.4
}



{
  "formula": "BrH6LiO3",
  "method": "ωB97M-V with the def2-TZVPD basis set",
  "elements": ["Li", "Br", "O", "H", "H", "O", "H", "H", "O", "H", "H"],
  "xyz": [[0.32129, 0.16953, 0.30555], [1.74865, 0.99041, 2.18222], [-1.68661, -0.37750, 0.92773], [-2.35119, 0.20536, 1.29494], [-1.83946, -1.21797, 1.35958], [0.14675, 1.72917, -0.92367], [0.65028, 1.77676, -1.73634], [-0.56154, 2.36191, -1.04281], [1.11486, -1.52636, -0.63970], [0.48841, -2.21463, -0.86353], [1.96855, -1.89669, -0.86397]],
  "atomic_forces_ev_per_a": [[-0.5, -0.3, -0.5], [0.2, 0.1, 0.2], [0.7, 0.1, -0.3], [-0.2, 0.3, 0.1], [-0.1, -0.3, 0.1], [0.1, -0.3, 0.3], [0.3, 0.0, -0.3], [-0.3, 0.2, 0.1], [-0.3, 0.5, 0.3], [-0.3, -0.2, -0.1], [0.4, 0.0, 0.0]],
  "nbo_charge": [0.87, 0.06, -0.98, 0.50, 0.50, -0.99, 0.51, 0.51, -0.99, 0.50, 0.51],
  "multiplicity": 2,
  "s2": 0.75,
  "homo_lumo_gap_ev": [12.276, 7.390],
  "charge": 1,
  "molar_mass_g_mol": 140.89,
  "homo_ha": [-0.57348, -0.55788],
  "max_force_ev_per_a": 0.778
}



{
  "formula": "C5H8N2",
  "method": "ωB97M-V with the def2-TZVPD basis set",
  "elements": ["C", "C", "C", "N", "C", "C", "N", "H", "H", "H", "H", "H", "H", "H", "H"],
  "xyz": [[1.42992, -0.48454, -0.66725], [0.58742, 0.25243, 0.36102], [-0.35158, 1.29956, -0.26495], [-1.39893, 0.91607, 0.68838], [-0.72163, -0.34892, 0.99080], [-1.01960, -1.55400, 0.20008], [-0.99086, -2.48487, -0.48732], [0.84640, -0.79078, -1.54215], [2.16886, 0.25035, -0.99938], [1.95992, -1.36565, -0.29431], [1.22802, 0.65019, 1.15070], [-0.57856, 1.02053, -1.30627], [-0.04718, 2.34977, -0.23295], [-2.35233, 0.88740, 0.34424], [-0.75987, -0.59751, 2.05936]],
  "atomic_forces_ev_per_a": [[0.1, 0.0, 0.0], [0.2, 0.1, 0.0], [0.1, 0.3, -0.2], [-0.3, 0.0, -0.1], [0.1, -0.2, 0.1], [0.0, -0.8, -0.7], [-0.4, 0.7, 0.7], [0.1, 0.0, 0.2], [0.1, -0.2, -0.1], [-0.1, 0.2, 0.1], [-0.2, 0.1, 0.0], [0.0, 0.1, 0.2], [-0.1, -0.1, 0.1], [0.1, -0.1, 0.0], [0.3, 0.0, -0.3]],
  "nbo_charge": [-0.62, -0.19, -0.21, -0.59, -0.16, 0.26, -0.33, 0.22, 0.22, 0.22, 0.22, 0.17, 0.19, 0.37, 0.23],
  "multiplicity": 1,
  "homo_lumo_gap_ev": 10.717,
  "molar_mass_g_mol": 96.13,
  "homo_ha": -0.35843,
  "smiles": "C[C@H]1CN[C@H]1C#N",
  "max_force_ev_per_a": 1.073,
  "de_lowest_kcal_mol": 34.4
}



{
  "formula": "C18H13F3IO8P",
  "method": "ωB97M-V with the def2-TZVPD basis set",
  "elements": ["O", "C", "C", "C", "C", "C", "F", "F", "F", "C", "O", "C", "C", "P", "O", "O", "C", "C", "C", "C", "O", "C", "O", "C", "C", "C", "O", "I", "C", "C", "O", "H", "H", "H", "H", "H", "H", "H", "H", "H", "H", "H", "H", "H"],
  "xyz": [[2.69503, -1.31384, 2.74921], [3.65126, -0.58421, 2.70151], [3.64215, 0.83925, 2.04068], [2.86663, 0.88804, 0.67670], [3.25595, 0.22175, -0.44156], [4.55757, -0.64166, -0.47597], [4.92915, -0.97262, -1.75915], [5.62732, 0.08070, 0.02511], [4.41421, -1.84097, 0.17557], [2.34778, 0.38585, -1.71656], [2.79248, 0.48223, -2.82318], [0.80724, 0.46501, -1.39065], [-0.17075, -0.16068, -2.30075], [0.34203, -1.04946, -3.86239], [0.36641, -2.72987, -3.63271], [-0.62483, -0.58193, -5.16469], [-1.58541, -0.05717, -1.88138], [-2.00555, 0.62324, -0.64499], [-3.56108, 0.65422, -0.40277], [-3.94817, -0.66896, 0.41800], [-2.80460, -1.50308, 0.70704], [-3.17779, -2.56978, 1.53179], [-3.78345, -2.42618, 2.55639], [-1.02586, 1.25064, 0.27300], [-1.44076, 2.00048, 1.57659], [-2.44805, 1.23598, 2.49507], [-2.28213, 0.16924, 2.96766], [-4.31908, 2.30134, 2.96780], [0.38031, 1.15210, -0.15097], [1.55592, 1.76088, 0.68568], [1.50064, 2.81668, 1.26320], [4.63692, -0.93988, 3.14014], [4.66400, 1.26629, 1.88016], [3.12352, 1.52081, 2.77784], [-0.44115, -2.94152, -3.11635], [-0.04479, -0.67680, -5.94277], [-2.33137, -0.53732, -2.56663], [-3.88943, 1.59054, 0.11592], [-4.07364, 0.55321, -1.39670], [-4.39383, -0.32422, 1.38364], [-4.66290, -1.28721, -0.19496], [-2.88425, -3.61726, 1.25829], [-1.75902, 3.04206, 1.31082], [-0.49865, 2.12410, 2.18733]],
  "atomic_forces_ev_per_a": [[0.3, 0.7, -0.1], [0.5, -0.1, -0.3], [-0.5, 0.5, -0.3], [0.1, -0.4, 0.6], [-0.7, 0.3, 0.3], [0.3, 0.1, -1.5], [-0.7, 0.5, 1.6], [-1.3, -1.3, -0.1], [0.4, 1.7, -0.3], [-0.4, 0.0, 1.1], [-0.1, 0.0, 0.5], [-1.1, -0.2, 0.1], [-2.7, 0.8, 2.5], [4.4, 0.4, -1.7], [-2.6, 1.8, 0.9], [-0.7, -0.8, 1.4], [2.0, 0.8, 1.2], [0.8, 0.3, -1.0], [1.3, -1.3, -0.1], [-0.8, 1.1, 0.1], [-0.7, -1.4, 0.0], [0.0, 0.3, 0.9], [0.0, 0.1, -0.8], [0.4, -1.3, -2.4], [0.9, 0.1, -0.4], [0.5, 0.2, -0.4], [0.2, 0.6, -0.2], [0.3, 0.1, 0.0], [-0.4, -0.7, -0.7], [-0.1, -1.3, -1.3], [0.0, -0.6, 0.0], [-0.7, 0.6, -0.3], [-0.8, -0.6, 0.3], [0.5, -0.6, -0.8], [0.5, -0.7, -0.3], [-0.2, 0.1, 0.6], [0.5, 0.7, 0.9], [0.3, -0.9, -0.4], [0.6, 0.5, 0.9], [0.1, -0.7, -0.8], [0.5, 0.7, 0.8], [0.4, 1.1, -0.6], [-0.1, -1.0, 0.4], [-1.1, -0.1, -0.5]],
  "nbo_charge": [-0.50, 0.45, -0.57, 0.03, -0.19, 0.98, -0.31, -0.33, -0.31, 0.56, -0.44, -0.11, -0.35, 1.25, -0.93, -0.97, -0.17, 0.04, -0.47, -0.09, -0.56, 0.65, -0.53, 0.01, -0.58, 0.52, -0.47, -0.02, -0.03, 0.54, -0.50, 0.13, 0.26, 0.27, 0.47, 0.51, 0.22, 0.24, 0.23, 0.21, 0.19, 0.14, 0.26, 0.28],
  "multiplicity": 1,
  "homo_lumo_gap_ev": 6.775,
  "molar_mass_g_mol": 572.17,
  "homo_ha": -0.30070,
  "smiles": "O=CCC1=C(C(F)(F)F)C(=O)c2c(P(O)O)cc(CCOC=O)c(CC(=O)I)c2C1=O",
  "max_force_ev_per_a": 4.719
}



What did the fifth record say?
{
  "formula": "C5H8N2",
  "method": "ωB97M-V with the def2-TZVPD basis set",
  "elements": ["C", "C", "C", "N", "C", "C", "N", "H", "H", "H", "H", "H", "H", "H", "H"],
  "xyz": [[1.42992, -0.48454, -0.66725], [0.58742, 0.25243, 0.36102], [-0.35158, 1.29956, -0.26495], [-1.39893, 0.91607, 0.68838], [-0.72163, -0.34892, 0.99080], [-1.01960, -1.55400, 0.20008], [-0.99086, -2.48487, -0.48732], [0.84640, -0.79078, -1.54215], [2.16886, 0.25035, -0.99938], [1.95992, -1.36565, -0.29431], [1.22802, 0.65019, 1.15070], [-0.57856, 1.02053, -1.30627], [-0.04718, 2.34977, -0.23295], [-2.35233, 0.88740, 0.34424], [-0.75987, -0.59751, 2.05936]],
  "atomic_forces_ev_per_a": [[0.1, 0.0, 0.0], [0.2, 0.1, 0.0], [0.1, 0.3, -0.2], [-0.3, 0.0, -0.1], [0.1, -0.2, 0.1], [0.0, -0.8, -0.7], [-0.4, 0.7, 0.7], [0.1, 0.0, 0.2], [0.1, -0.2, -0.1], [-0.1, 0.2, 0.1], [-0.2, 0.1, 0.0], [0.0, 0.1, 0.2], [-0.1, -0.1, 0.1], [0.1, -0.1, 0.0], [0.3, 0.0, -0.3]],
  "nbo_charge": [-0.62, -0.19, -0.21, -0.59, -0.16, 0.26, -0.33, 0.22, 0.22, 0.22, 0.22, 0.17, 0.19, 0.37, 0.23],
  "multiplicity": 1,
  "homo_lumo_gap_ev": 10.717,
  "molar_mass_g_mol": 96.13,
  "homo_ha": -0.35843,
  "smiles": "C[C@H]1CN[C@H]1C#N",
  "max_force_ev_per_a": 1.073,
  "de_lowest_kcal_mol": 34.4
}